Entry 1:
23
Properties=species:S:1:pos:R:3:forces:R:3:nbo_charge:R:1 method="wB97M-V/def2-TZVPD" homo_lumo_gap_ev=10.4 e_above_lowest_kj_mol=240.5 total_charge=+1 e_lumo_ev=-4.592
H -1.7892 1.7587 1.2884 0.927 -1.972 -1.567 0.233
N -0.0913 0.3921 1.0465 -0.891 -1.114 -4.004 -0.635
H 1.7584 -2.9398 -0.3758 1.586 -1.249 -0.384 -0.141
H -1.8072 -0.3747 -0.9591 1.318 -1.788 -2.942 0.206
H 0.2543 2.4664 -0.3681 -1.392 -0.756 -0.398 0.222
H 0.5332 1.1387 1.2172 1.103 0.091 1.688 0.425
C -0.7503 1.9795 -0.6257 -1.514 3.637 0.523 -0.673
Si 2.7109 0.0177 -0.2800 -1.228 1.681 -1.766 0.861
H -1.5155 2.8672 -0.7369 1.510 -1.262 0.666 0.253
C 0.9741 -0.7858 -0.3604 -1.841 1.279 2.651 -0.691
H -2.4699 -0.8341 0.7066 0.482 1.073 -1.566 0.216
H 3.4346 -0.9601 -1.0259 0.736 -0.480 -0.419 -0.116
H 0.3224 -0.5878 -1.1811 -0.147 0.515 -0.898 0.212
H -0.4501 -0.3441 1.6080 0.854 -0.158 1.790 0.424
H -0.5147 -3.3307 -0.3633 -0.140 0.594 0.056 -0.105
H -3.0548 0.4784 -0.3090 -3.133 1.113 -0.887 0.241
C -1.2994 1.0450 0.4582 0.495 1.130 0.391 -0.055
H 2.6753 1.4486 -1.0204 0.026 -1.730 1.029 -0.100
H 3.0149 0.0761 1.1038 0.375 0.146 1.066 -0.140
H 0.5117 -2.6283 1.6736 0.099 0.063 1.267 -0.137
H -0.8113 1.7083 -1.6565 0.599 -1.229 -0.592 0.238
C -2.2135 -0.0439 -0.1042 0.597 0.219 5.455 -0.610
Si 0.5775 -2.5475 0.2641 -0.421 0.197 -1.159 0.870

Entry 2:
10
Properties=species:S:1:pos:R:3:forces:R:3:nbo_charge:R:1 method="wB97M-V/def2-TZVPD" homo_lumo_gap_ev=10.4 e_above_lowest_kj_mol=279.2 total_charge=+1 e_lumo_ev=-5.349
H -1.0716 -1.6641 0.2285 0.109 -0.115 -0.998 0.245
S 1.8167 0.6652 -0.6366 0.023 -0.406 -0.419 0.306
H -0.6349 -0.4553 -2.6915 -0.010 0.149 1.711 0.491
H -1.5737 0.0330 0.3499 -0.403 0.404 -0.980 0.244
H 0.4396 0.9468 2.2789 -1.666 1.444 0.572 -0.047
C 0.3667 -0.1996 -0.6743 -1.810 0.047 -2.259 0.175
N -0.4976 -0.4417 -1.6430 1.032 0.106 1.791 -0.474
H 2.3141 0.3177 0.5617 -0.471 -0.086 0.236 0.191
C -1.0010 -0.6780 -0.2428 1.553 -0.095 0.883 -0.178
H -0.1585 1.4761 2.4694 1.645 -1.448 -0.536 0.047

Entry 3:
19
Properties=species:S:1:pos:R:3:forces:R:3:mulliken_spin:R:1 method="wB97M-V/def2-TZVPD" spin_multiplicity=3 homo_lumo_gap_ev="6.5 / 8.9" e_above_lowest_kj_mol=284.8 e_lumo_ev="0.693 / -1.483"
C 0.1958 0.6425 -1.7070 1.303 -1.085 1.037 -0.011
O -0.0432 -2.5970 -0.0812 0.352 -0.441 -0.010 0.150
H -1.9488 -1.7672 0.5736 -0.755 -2.567 -1.124 -0.019
H 0.6249 0.0667 -2.4738 0.120 -0.054 -2.072 0.014
H -2.0988 -0.6330 1.9614 0.424 0.230 -0.661 0.017
H 1.1220 1.1534 -1.3167 -1.006 -0.496 0.181 0.041
N 0.3924 -1.6784 -0.7718 0.559 0.099 -0.697 0.048
C -0.3355 -0.4599 -0.8377 1.597 1.844 0.294 0.530
H -1.1374 1.5361 1.5562 -1.320 0.735 2.754 0.028
H 0.2413 1.6337 0.4138 -2.938 -0.088 0.743 0.006
C -1.6960 -0.8764 0.9684 -3.256 -0.679 4.899 0.837
H -0.5507 1.3843 -1.9023 -0.280 0.103 -0.692 0.013
C 2.4228 0.0628 1.4863 1.058 -4.300 2.844 0.002
H 2.6206 -0.8231 2.0835 0.027 0.550 -0.481 0.001
N -0.9863 -0.0383 0.2727 2.100 1.544 -1.616 0.196
H -1.4588 1.8217 -0.2632 -0.259 0.815 1.386 -0.011
O 1.4336 -1.7544 -1.4600 -0.769 -0.006 0.180 0.155
C -0.9146 1.3610 0.5857 3.743 0.222 -4.720 0.001
N 2.1168 0.9655 0.9120 -0.701 3.575 -2.245 0.001

Entry 4:
61
Properties=species:S:1:pos:R:3:forces:R:3:nbo_charge:R:1 method="wB97M-V/def2-TZVPD" homo_lumo_gap_ev=4.6 total_charge=-1 e_lumo_ev=2.784
C -2.3013 1.3829 -0.3674 -0.067 0.003 -0.262 -0.449
C 0.9948 -3.0204 -0.4886 -0.129 -0.191 0.051 -0.286
H -0.5394 -0.3856 -1.2819 0.035 -0.047 0.028 0.163
H 4.3797 -5.7699 -0.6175 -0.034 0.010 0.029 0.457
H 2.8068 3.4844 -2.3732 0.004 0.003 0.012 0.176
H -0.8520 1.7230 2.1034 0.030 0.026 -0.088 0.202
H 1.2361 2.1262 0.7023 0.004 -0.011 -0.036 0.138
H 2.1407 -6.2092 -1.1794 -0.020 -0.007 -0.026 0.164
O -5.8541 -0.4728 3.5772 -0.138 -0.070 0.111 -0.731
H -0.4172 5.2700 -3.9742 0.007 -0.010 0.014 0.153
H 1.8512 -3.5697 -0.0856 0.068 0.104 -0.023 0.157
O -3.9195 -0.8846 1.2874 -0.372 -0.047 0.081 -0.732
H 1.3025 -2.4834 -1.3832 -0.017 -0.001 -0.011 0.179
H -4.1170 -2.9318 0.8965 -0.025 0.022 -0.001 0.139
H 0.7274 0.7675 -1.6574 -0.078 0.251 -0.025 0.130
H 3.2389 2.3459 -1.0924 -0.036 0.005 -0.008 0.186
C 3.4065 2.6058 -2.1411 -0.090 -0.023 0.147 -0.249
H -2.8842 2.0688 0.2425 -0.284 0.419 -0.775 0.172
O -0.0409 -3.9444 -0.8866 0.080 -0.052 -0.009 -0.751
H 3.9447 -1.3982 -0.5862 0.039 0.024 -0.036 0.158
C 2.8701 -5.7629 -1.8597 0.075 0.041 0.030 -0.248
H -0.6760 2.6089 -0.9274 0.167 0.155 1.102 0.180
H 3.2563 -6.5277 -2.5419 -0.055 -0.024 -0.006 0.147
N 0.6185 0.0879 0.3630 -0.011 -0.137 0.370 -0.865
O 3.5191 -1.4527 1.4440 -0.031 -0.069 -0.055 -0.753
F 1.7656 3.1758 2.9997 0.044 0.041 -0.063 -0.396
C -1.3450 4.7160 -3.7929 0.015 0.029 -0.017 -0.243
C -3.4868 -2.0695 0.6458 0.196 -0.017 0.017 -0.248
H -7.1680 1.1535 3.6285 -0.002 -0.015 0.011 0.151
H -0.3244 -4.4023 -0.0916 -0.055 0.050 0.000 0.451
C 0.1426 1.4290 2.4407 -0.127 -0.111 -0.026 -0.473
H -3.8625 -0.9934 2.2417 0.047 0.010 -0.010 0.473
O -1.1148 3.3501 -3.5269 -0.041 0.029 -0.073 -0.703
C 0.6725 2.4209 3.4690 0.033 0.138 0.014 0.062
H -5.5889 1.3533 4.4076 -0.008 0.011 -0.004 0.179
H 2.0199 0.8529 1.6451 0.095 0.375 0.071 0.144
H -3.5503 -1.8930 -0.4262 0.014 -0.016 0.001 0.183
H -0.0761 3.1650 3.7491 -0.088 -0.043 0.064 0.141
C -1.0342 1.6010 -0.7199 0.110 -0.102 -0.312 -0.153
H -2.4462 -2.3054 0.8837 0.016 0.050 -0.031 0.182
H 4.0740 0.1553 0.2731 0.014 0.007 -0.105 0.163
O 2.9769 1.5743 -3.0125 0.216 0.045 -0.239 -0.723
H -2.0144 4.8712 -4.6471 -0.009 -0.013 0.007 0.148
O 3.9239 -5.1193 -1.1569 0.062 -0.002 -0.059 -0.718
H -0.6842 2.9423 -4.2831 0.064 -0.014 0.052 0.464
H 5.3154 -1.0840 0.4893 -0.050 -0.161 0.237 0.156
H -6.2647 -0.8632 2.7999 0.152 0.013 -0.079 0.470
C -6.1007 0.9244 3.5484 0.088 0.049 -0.044 -0.249
H 3.4612 0.7733 -2.7947 -0.133 -0.046 0.110 0.465
H -5.7023 1.3850 2.6409 0.015 -0.012 0.002 0.180
C 1.0510 1.1612 1.2100 0.510 -0.325 -0.002 -0.211
H 4.4641 2.8556 -2.2844 -0.005 -0.005 -0.026 0.144
H 0.0350 0.4548 2.9236 -0.107 -0.003 -0.009 0.198
H 1.0265 1.9299 4.3775 0.048 -0.042 -0.001 0.142
C 4.2448 -0.9243 0.3548 -0.254 0.246 -0.171 -0.239
C -0.0097 0.4912 -0.8723 -0.132 -0.359 -0.707 -0.268
H 2.5852 -1.2423 1.2600 -0.060 0.109 -0.041 0.503
H -2.7888 0.4603 -0.6675 0.249 -0.383 0.898 0.176
H 0.6386 -2.2759 0.2281 -0.011 0.079 -0.098 0.232
H -1.8219 5.1298 -2.9058 0.001 0.014 -0.011 0.182
H 2.3604 -4.9976 -2.4393 -0.026 0.001 0.027 0.198

Entry 5:
11
Properties=species:S:1:pos:R:3:forces:R:3:nbo_charge:R:1 method="wB97M-V/def2-TZVPD" homo_lumo_gap_ev=9.5 e_above_lowest_kj_mol=9.1 smiles=CSS.SS e_lumo_ev=0.315
H 0.8853 -1.0493 -0.2083 0.002 -0.041 -0.113 0.216
H -1.7473 0.5967 -0.0675 0.283 0.036 0.189 0.120
S 1.7419 1.0563 0.5943 -0.082 0.062 0.202 0.087
H 2.2260 -1.2865 0.9202 -0.023 -0.019 0.253 0.230
H -4.6565 -0.5231 0.2926 0.025 -0.012 0.074 0.126
C 1.3370 -0.6996 0.7158 -0.271 0.109 -0.365 -0.749
H 2.8783 1.2959 -1.7612 -0.054 -0.091 0.041 0.124
S -3.8425 -0.7253 -0.7529 -0.035 0.131 -0.108 -0.131
S 3.4179 1.0358 -0.5564 0.229 0.108 -0.176 -0.133
H 0.5875 -0.7747 1.5032 0.159 -0.136 0.158 0.227
S -2.8275 1.0738 -0.6799 -0.233 -0.146 -0.155 -0.116

Entry 6:
17
Properties=species:S:1:pos:R:3:forces:R:3:nbo_charge:R:1 method="wB97M-V/def2-TZVPD" homo_lumo_gap_ev=11.8 e_above_lowest_kj_mol=235.2 total_charge=+2 e_lumo_ev=-9.155
H 1.6555 2.8159 -0.3595 -0.603 0.026 0.159 0.427
H -0.1752 -1.2338 1.6857 0.110 -0.232 -0.313 0.258
H 1.6603 -0.0802 -0.8950 -0.120 -1.488 -0.079 0.247
N -1.9077 -1.5909 0.5370 0.439 -0.217 -0.421 -0.665
H -0.7278 0.4746 -0.8843 0.553 -1.049 -0.175 0.263
H 0.0220 -2.0349 0.0784 0.676 0.314 -0.205 0.255
H -0.8410 1.0287 0.6183 1.029 -0.253 1.214 0.285
H 2.4229 1.8860 -1.3440 -0.162 -0.066 -0.547 0.421
H -2.1200 -1.6317 -0.4652 -0.517 -0.066 0.162 0.451
H 1.8857 0.6070 0.7287 -0.260 -0.502 0.744 0.256
N 1.4675 2.0646 -1.0277 1.478 -0.711 1.550 -0.855
C -0.4387 -1.2187 0.6213 -1.743 1.251 0.840 -0.220
H -2.5695 -0.9601 1.0031 0.170 -0.052 0.025 0.461
H -2.0144 -2.5376 0.9148 -0.328 0.031 0.059 0.467
C -0.2455 0.2737 0.0909 -2.685 -1.826 -0.555 -0.540
C 1.1714 0.2859 -0.0168 2.305 5.242 -2.422 0.048
H 0.9380 2.4621 -1.8018 -0.342 -0.403 -0.034 0.439